Density functional theory data (ωB97M-V/def2-TZVPD) for an isolated molecule of C19H20N4O4S.

Summary:
Total charge = 0
LUMO energy = 0.3867 eV
HOMO-LUMO gap = 9.0 eV
HOMO level = -8.6 eV
Relative energy (zero: lowest compared OMol25 entry of this formula, charge and spin) = 435.02 kJ/mol
SMILES = O=C(CSCc1nnc(O)[nH]1)NCCOc1cccc(Oc2ccccc2)c1

Bonds (Å) are listed after each position.
Element x y z (Å)
1 O -0.300 -1.967 -3.033  C2 1.234
2 C 0.735 -1.595 -2.473  O1 1.234, C3 1.545, N12 1.365
3 C 1.785 -2.619 -1.987  C2 1.545, S4 1.793, H29 1.091, H30 1.039
4 S 3.352 -1.753 -1.886  C3 1.793, C5 1.859
5 C 3.781 -1.345 -3.648  S4 1.859, C6 1.475, H31 1.128, H32 1.015
6 C 5.213 -1.376 -4.003  C5 1.475, N7 1.286, N11 1.404
7 N 5.941 -2.435 -3.945  C6 1.286, N8 1.344
8 N 7.195 -2.258 -4.395  N7 1.344, C9 1.346
9 C 7.213 -0.932 -4.629  N8 1.346, O10 1.317, N11 1.307
10 O 8.370 -0.414 -4.988  C9 1.317, H33 0.976
11 N 6.045 -0.360 -4.501  C6 1.404, C9 1.307, H34 0.994
12 N 0.768 -0.325 -1.974  C2 1.365, C13 1.485, H35 1.055
13 C -0.414 0.556 -1.796  N12 1.485, C14 1.540, H36 1.173, H37 1.125
14 C -1.119 0.399 -0.437  C13 1.540, O15 1.431, H38 1.038, H39 1.091
15 O -0.111 0.553 0.567  C14 1.431, C16 1.325
16 C -0.614 0.197 1.740  O15 1.325, C17 1.432, C28 1.370
17 C -0.283 -1.115 2.210  C16 1.432, C18 1.403, H40 1.092
18 C -0.676 -1.577 3.476  C17 1.403, C19 1.414, H41 1.054
19 C -1.601 -0.802 4.212  C18 1.414, C20 1.357, H42 1.096
20 C -1.976 0.401 3.706  C19 1.357, O21 1.346, C28 1.431
21 O -2.989 0.900 4.438  C20 1.346, C22 1.291
22 C -3.870 1.664 3.885  O21 1.291, C23 1.425, C27 1.467
23 C -3.958 3.067 4.118  C22 1.425, C24 1.375, H43 1.072
24 C -5.029 3.779 3.630  C23 1.375, C25 1.402, H44 1.104
25 C -6.021 3.154 2.861  C24 1.402, C26 1.407, H45 1.122
26 C -5.982 1.758 2.688  C25 1.407, C27 1.374, H46 1.117
27 C -4.926 0.993 3.120  C22 1.467, C26 1.374, H47 1.147
28 C -1.501 0.943 2.470  C16 1.370, C20 1.431, H48 1.111
29 H 1.471 -2.901 -0.981  C3 1.091
30 H 1.842 -3.396 -2.674  C3 1.039
31 H 3.219 -2.118 -4.246  C5 1.128
32 H 3.471 -0.448 -4.008  C5 1.015
33 H 9.042 -1.099 -4.811  O10 0.976
34 H 5.814 0.605 -4.551  N11 0.994
35 H 1.626 -0.155 -1.383  N12 1.055
36 H -0.056 1.634 -2.092  C13 1.173
37 H -1.136 0.091 -2.523  C13 1.125
38 H -1.878 1.099 -0.331  C14 1.038
39 H -1.712 -0.515 -0.503  C14 1.091
40 H 0.388 -1.750 1.627  C17 1.092
41 H -0.391 -2.471 3.957  C18 1.054
42 H -2.049 -1.147 5.151  C19 1.096
43 H -3.326 3.550 4.838  C23 1.072
44 H -5.018 4.845 3.914  C24 1.104
45 H -6.812 3.782 2.372  C25 1.122
46 H -6.755 1.230 2.079  C26 1.117
47 H -4.804 -0.111 2.830  C27 1.147
48 H -1.960 1.784 1.908  C28 1.111